[1]
ORCA calculation (wB97M-V/def2-TZVPD) on a structure of composition C34H39AsBrMnN7O6.

The value obtained for the highest occupied orbital energy (alpha / beta) is -7.406 / -7.092 eV. Its expectation value of S² is 0.7558. For the HOMO-LUMO gap (alpha / beta), the calculation gives 0.256 / 0.242 Eh. For the energy relative to the best compared isomer or geometry (same formula, charge and spin), the calculation gives 21.82 kJ/mol. The molar mass comes out at 851.49 u.

Structure (ORCA input):
```
! RIJCOSX wB97M-V def2-TZVPD def2/J DEFGRID3
* xyz 0 2
Mn -1.26 1.28 -0.04
N -1.18 -0.75 0.49
C -2.52 -1.10 1.03
C -3.00 0.05 1.91
O -3.61 -0.19 2.95
N -2.58 1.22 1.43
C -2.48 2.32 2.36
C -1.03 2.82 2.35
O -0.57 3.50 3.24
O -0.35 2.46 1.27
H -0.90 -1.44 -0.20
H -0.48 -0.79 1.23
H -2.52 -2.02 1.61
H -3.20 -1.24 0.18
H -2.75 2.03 3.37
H -3.12 3.16 2.08
C 0.33 1.56 -2.76
O 0.61 1.29 -1.38
C 1.88 0.78 -1.15
C 2.78 0.60 -2.20
C 4.04 0.09 -1.94
Br 5.24 -0.15 -3.39
C 4.43 -0.24 -0.67
C 3.54 -0.06 0.39
C 2.26 0.45 0.16
O 1.40 0.53 1.20
C 4.03 -0.43 1.73
N 5.21 -0.95 1.94
C 5.29 -1.14 3.31
C 6.32 -1.67 4.08
C 6.13 -1.75 5.44
C 4.93 -1.32 6.04
C 3.89 -0.80 5.29
C 4.10 -0.72 3.92
N 3.31 -0.27 2.88
H 1.01 2.32 -3.15
H -0.69 1.92 -2.80
H 0.42 0.65 -3.36
H 2.53 0.85 -3.21
H 5.41 -0.64 -0.45
H 0.91 1.42 1.29
H 7.24 -1.99 3.62
H 6.91 -2.15 6.07
H 4.82 -1.40 7.11
H 2.97 -0.46 5.75
H 2.39 0.13 2.92
C -0.57 -4.38 2.03
C -0.52 -3.96 0.59
C 0.64 -3.47 0.00
C 0.67 -3.04 -1.31
C -0.49 -3.09 -2.09
N -0.37 -2.66 -3.43
C -1.32 -2.55 -4.43
O -1.03 -2.75 -5.59
N -2.62 -2.16 -4.09
C -3.02 -1.19 -3.16
C -4.37 -0.92 -3.00
C -4.76 0.12 -2.17
C -3.79 0.84 -1.49
N -2.49 0.54 -1.59
C -2.12 -0.45 -2.41
C -1.66 -3.58 -1.53
C -1.67 -4.00 -0.21
H 0.43 -4.59 2.41
H -1.18 -5.27 2.16
H -0.99 -3.59 2.65
H 1.56 -3.43 0.59
H 1.59 -2.67 -1.74
H 0.54 -2.80 -3.84
H -3.19 -2.21 -4.93
H -5.11 -1.50 -3.54
H -5.80 0.36 -2.04
H -4.04 1.63 -0.80
H -1.06 -0.64 -2.46
H -2.56 -3.66 -2.12
H -2.59 -4.38 0.21
C -2.42 5.06 0.29
As -1.59 3.78 -0.92
C -2.41 4.41 -2.59
C 0.16 4.62 -1.06
H -2.35 6.06 -0.14
H -1.90 5.04 1.25
H -3.47 4.80 0.44
H -2.13 5.45 -2.78
H -3.49 4.35 -2.50
H -2.09 3.80 -3.43
H 0.05 5.70 -1.15
H 0.70 4.24 -1.92
H 0.71 4.38 -0.15
*
```

=====

[2]
ORCA calculation (wB97M-V/def2-TZVPD) on a structure of composition C34H39AsF9MnN2OP in a non-equilibrium geometry.

The value obtained for the highest occupied orbital energy (alpha / beta) is -17.153 / -17.293 eV. Its expectation value of S² is 6.3833. For the HOMO-LUMO gap (alpha / beta), the calculation gives 0.181 / 0.258 Eh. For the energy relative to the best compared isomer or geometry (same formula, charge and spin), the calculation gives 26.31 kJ/mol. The molar mass comes out at 823.51 u.

Structure (ORCA input):
```
! RIJCOSX wB97M-V def2-TZVPD def2/J DEFGRID3
* xyz 3 5
Mn -0.09 -0.30 -0.67
C 0.95 -4.32 -0.34
C -0.28 -4.03 0.51
As -1.39 -2.56 -0.18
C -3.04 -2.60 0.91
C -3.72 -3.96 0.85
C -2.00 -3.21 -1.93
C -1.10 -2.73 -3.08
H 1.58 -5.05 0.16
H 1.55 -3.42 -0.50
H 0.68 -4.73 -1.31
H -0.02 -3.80 1.54
H -0.95 -4.89 0.51
H -3.68 -1.82 0.51
H -2.78 -2.34 1.94
H -3.92 -4.28 -0.17
H -4.68 -3.89 1.36
H -3.14 -4.73 1.36
H -3.03 -2.87 -2.08
H -2.02 -4.30 -1.89
H -1.00 -1.64 -3.08
H -1.51 -3.02 -4.04
H -0.10 -3.17 -3.00
F 4.54 6.40 2.46
C 3.78 5.78 3.36
F 4.59 5.13 4.21
F 3.09 6.69 4.05
C 2.84 4.78 2.71
C 1.92 4.14 3.52
C 1.06 3.20 2.98
C 1.13 2.92 1.62
C 2.05 3.57 0.80
C 2.91 4.51 1.35
P 0.02 1.63 0.99
C -1.62 1.98 1.65
C -2.51 0.92 1.91
C -3.81 1.19 2.28
C -4.24 2.52 2.35
C -3.37 3.57 2.09
C -2.06 3.30 1.74
C -5.70 2.77 2.68
F -6.00 4.06 2.62
F -5.99 2.31 3.90
F -6.46 2.11 1.79
C 0.66 0.10 1.77
C 1.72 -0.52 1.06
C 2.33 -1.66 1.56
C 1.90 -2.19 2.77
C 0.89 -1.56 3.50
C 0.25 -0.44 3.00
C 2.51 -3.47 3.30
F 1.56 -4.43 3.27
F 3.52 -3.88 2.54
F 2.92 -3.34 4.55
H 1.87 4.37 4.58
H 0.33 2.70 3.62
H 2.09 3.38 -0.26
H 3.63 5.03 0.74
H -2.16 -0.10 1.83
H -4.50 0.40 2.52
H -3.72 4.59 2.16
H -1.38 4.12 1.53
H 2.18 0.00 0.22
H 3.16 -2.12 1.05
H 0.61 -1.95 4.47
H -0.54 0.03 3.57
O 1.19 -0.09 -2.17
C 2.08 0.24 -3.00
C 3.12 -0.72 -3.47
C 2.91 -0.86 -5.01
C 1.45 -0.63 -5.50
C 1.04 0.83 -5.76
C 0.84 1.66 -4.48
N 2.02 1.41 -3.64
H 2.99 -1.68 -2.97
H 4.13 -0.36 -3.26
H 3.21 -1.87 -5.28
H 3.58 -0.19 -5.55
H 0.75 -1.11 -4.81
H 1.34 -1.15 -6.45
H 0.11 0.86 -6.33
H 1.80 1.32 -6.37
H -0.05 1.35 -3.93
H 0.76 2.72 -4.71
H 2.87 1.62 -4.15
N -2.85 0.59 -1.65
C -1.82 0.25 -1.28
H -3.75 0.92 -2.00
*
```

=====

[3]
ORCA calculation (wB97M-V/def2-TZVPD) on a structure of composition C34H39CoN5OP3SSe2 in a non-equilibrium geometry.

The value obtained for the highest occupied orbital energy (alpha / beta) is -9.726 / -9.726 eV. Its expectation value of S² is 3.7579. For the HOMO-LUMO gap (alpha / beta), the calculation gives 0.286 / 0.282 Eh. For the energy relative to the best compared isomer or geometry (same formula, charge and spin), the calculation gives 0.00 kJ/mol. The molar mass comes out at 875.56 u.

Structure (ORCA input):
```
! RIJCOSX wB97M-V def2-TZVPD def2/J DEFGRID3
* xyz 1 4
Co 10.65 -9.76 17.16
Se 15.12 -5.18 18.91
P 13.76 -5.82 20.36
C 14.62 -6.41 21.86
C 15.57 -7.42 21.75
C 16.28 -7.85 22.85
C 15.98 -7.34 24.11
C 15.03 -6.34 24.23
C 14.34 -5.87 23.11
C 12.52 -4.65 20.97
C 11.54 -5.08 21.85
C 10.63 -4.17 22.38
C 10.69 -2.84 22.03
C 11.66 -2.40 21.14
C 12.59 -3.29 20.61
C 12.74 -7.20 19.76
C 11.79 -7.32 18.75
N 11.49 -8.65 18.72
N 12.23 -9.28 19.60
N 13.01 -8.44 20.22
P 10.83 -6.27 17.65
Se 9.74 -7.60 16.34
C 9.67 -5.25 18.60
C 8.98 -5.84 19.65
C 7.95 -5.13 20.25
C 7.69 -3.82 19.86
C 8.39 -3.24 18.82
C 9.38 -3.95 18.16
C 11.92 -5.22 16.68
C 12.32 -3.96 17.13
C 13.21 -3.20 16.37
C 13.69 -3.69 15.17
C 13.33 -4.95 14.73
C 12.42 -5.70 15.45
H 15.75 -7.87 20.79
H 17.01 -8.63 22.79
H 16.47 -7.72 25.01
H 14.81 -5.96 25.20
H 13.58 -5.13 23.26
H 11.49 -6.13 22.12
H 9.85 -4.51 23.03
H 9.93 -2.16 22.39
H 11.71 -1.35 20.86
H 13.35 -2.94 19.93
H 9.19 -6.86 19.94
H 7.40 -5.55 21.07
H 6.92 -3.27 20.39
H 8.14 -2.25 18.50
H 9.92 -3.54 17.33
H 11.96 -3.58 18.06
H 13.58 -2.25 16.74
H 14.39 -3.08 14.59
H 13.74 -5.34 13.80
H 12.10 -6.65 15.08
C 8.21 -9.74 19.37
S 9.15 -11.13 18.66
C 9.98 -11.66 20.16
H 7.62 -10.11 20.21
H 7.57 -9.30 18.60
H 8.92 -9.00 19.71
H 10.50 -10.85 20.65
H 10.70 -12.42 19.86
H 9.24 -12.13 20.81
C 13.44 -12.29 18.94
P 13.58 -11.42 17.36
C 14.64 -9.97 17.56
C 14.41 -12.46 16.14
O 12.17 -11.05 16.86
H 14.44 -12.57 19.29
H 12.82 -13.17 18.78
H 12.99 -11.58 19.65
H 15.67 -10.32 17.76
H 14.25 -9.34 18.37
H 14.68 -9.38 16.66
H 15.40 -12.78 16.51
H 14.55 -11.92 15.20
H 13.82 -13.36 15.95
N 9.28 -12.11 13.84
C 8.05 -11.54 14.16
C 8.28 -10.72 15.21
N 9.63 -10.78 15.57
C 10.17 -11.62 14.73
H 9.51 -12.74 13.10
H 7.13 -11.77 13.63
H 7.57 -10.13 15.74
H 11.21 -11.88 14.76
*
```